The following is a quantum chemistry calculation of 12 unconnected molecules or ions with the total composition C54H70N6O30S2, from the OMol25 dataset.

The calculation puts the orbital gap (spin up / spin down) at 0.2463 / 0.1128 Ha. The calculation puts the total energy at -5480.675916 Ha. As for the total charge: +1. As for the expectation value of S²: 0.771. As for the spin multiplicity: 2. The LUMO energy (spin up / spin down) comes out at -4.86 / -8.49 eV.

Geometry (Å):
C -1.724 4.367 -2.309
O -2.442 3.274 -1.646
C -3.110 3.383 -0.555
O -3.233 4.350 0.119
O -3.549 2.184 -0.232
C -3.963 1.808 1.089
H -2.392 5.216 -2.455
H -1.371 4.038 -3.287
H -0.954 4.699 -1.613
H -4.752 1.056 1.109
H -4.395 2.655 1.624
H -3.159 1.342 1.658
C 6.666 5.224 0.897
O 6.872 4.770 -0.437
C 5.888 4.195 -1.221
O 6.028 3.885 -2.396
O 4.771 4.093 -0.586
C 3.560 3.816 -1.160
H 6.718 6.302 0.743
H 7.441 5.107 1.654
H 5.675 4.992 1.287
H 3.553 4.345 -2.113
H 2.732 4.272 -0.617
H 3.407 2.738 -1.227
C -9.272 -0.810 1.864
O -7.905 -1.017 2.308
C -7.066 -1.412 1.387
O -7.212 -1.776 0.244
O -5.867 -1.255 1.969
C -4.723 -1.738 1.383
H -9.776 -0.012 2.409
H -9.872 -1.714 1.965
H -9.488 -0.529 0.834
H -3.924 -1.573 2.106
H -4.540 -1.297 0.403
H -4.757 -2.822 1.277
C 2.691 -2.290 -0.880
O 3.324 -2.654 0.260
C 3.515 -3.868 0.538
O 3.211 -4.895 -0.074
O 4.413 -3.896 1.569
C 4.913 -5.072 2.226
H 1.649 -2.448 -0.602
H 2.823 -2.851 -1.806
H 2.806 -1.234 -1.126
H 5.391 -4.846 3.179
H 5.687 -5.528 1.609
H 4.104 -5.795 2.333
C -2.036 -4.283 0.532
C -1.516 -3.391 1.467
C -0.380 -3.774 2.205
C 0.137 -5.066 2.146
C -0.360 -5.860 1.164
C -1.432 -5.510 0.387
N 1.166 -5.672 3.016
O 1.206 -5.338 4.233
O 1.889 -6.591 2.599
H -2.918 -4.069 -0.054
H -2.109 -2.550 1.793
H 0.030 -3.150 2.985
H 0.197 -6.763 0.964
H -1.727 -6.233 -0.359
C 0.925 3.561 5.154
C 1.303 2.451 4.472
C 2.449 2.393 3.772
C 3.345 3.459 3.707
C 2.996 4.639 4.336
C 1.756 4.709 5.107
N 4.692 3.260 3.184
O 5.643 3.941 3.602
O 4.789 2.389 2.272
H 0.040 3.531 5.772
H 0.733 1.548 4.635
H 2.793 1.427 3.435
H 3.738 5.424 4.351
H 1.536 5.596 5.684
C -6.490 -6.834 -3.085
C -5.170 -6.689 -3.430
C -4.550 -5.473 -3.186
C -5.226 -4.327 -2.706
C -6.617 -4.499 -2.438
C -7.232 -5.735 -2.632
N -4.505 -3.106 -2.355
O -5.103 -2.116 -2.221
O -3.220 -3.084 -2.168
H -7.089 -7.703 -3.316
H -4.655 -7.506 -3.914
H -3.584 -5.123 -3.517
H -7.283 -3.714 -2.112
H -8.297 -5.765 -2.450
C -3.156 -4.594 -5.955
C -2.835 -3.248 -5.663
C -1.619 -2.888 -5.121
C -0.732 -3.897 -4.682
C -1.204 -5.198 -4.698
C -2.323 -5.561 -5.416
N 0.562 -3.513 -4.094
O 0.762 -2.369 -3.625
O 1.410 -4.341 -4.030
H -3.972 -4.857 -6.611
H -3.499 -2.423 -5.878
H -1.395 -1.838 -5.008
H -0.648 -5.952 -4.161
H -2.405 -6.635 -5.501
C 2.523 9.871 3.700
C 3.027 10.076 2.441
C 2.630 9.268 1.432
C 1.759 8.222 1.617
C 1.344 7.899 2.983
C 1.771 8.697 4.040
N 1.353 7.326 0.534
O 0.414 6.562 0.705
O 1.955 7.470 -0.522
H 2.876 10.622 4.390
H 3.720 10.891 2.290
H 3.188 9.426 0.521
H 0.715 7.060 3.242
H 1.408 8.538 5.045
C 1.419 -1.138 4.170
C 1.122 -1.485 5.523
C 1.998 -2.310 6.190
C 3.163 -2.885 5.619
C 3.454 -2.540 4.302
C 2.613 -1.599 3.545
N 4.049 -3.714 6.391
O 4.799 -4.489 5.806
O 4.114 -3.557 7.648
H 0.758 -0.403 3.735
H 0.301 -0.962 5.990
H 1.996 -2.281 7.269
H 4.260 -2.999 3.749
H 2.871 -1.315 2.536
O 0.182 -0.616 -8.272
S 1.250 0.241 -7.793
O 1.603 1.462 -8.550
O 0.818 0.709 -6.213
C 1.615 1.656 -5.567
C 1.172 1.942 -4.167
C 2.773 -0.804 -7.382
H 1.391 2.524 -6.187
H 2.685 1.453 -5.596
H 0.100 1.977 -3.971
H 1.666 2.809 -3.728
H 1.447 1.083 -3.555
H 3.621 -0.137 -7.540
H 2.840 -1.689 -8.014
H 2.623 -1.116 -6.348
O -0.576 1.102 2.445
S 0.128 1.607 1.295
O 1.541 1.323 1.095
O -0.795 1.167 -0.016
C -0.591 -0.171 -0.507
C -1.711 -0.435 -1.520
C -0.061 3.422 1.207
H -0.748 -0.820 0.354
H 0.395 -0.331 -0.943
H -1.631 0.192 -2.409
H -2.699 -0.414 -1.060
H -1.434 -1.435 -1.852
H -1.141 3.533 1.295
H 0.312 3.783 0.249
H 0.423 3.866 2.078

***

The following is a quantum chemistry calculation of a molecular structure, C54H71BBrO4P2RhSi, from the OMol25 dataset.

The calculation puts the orbital gap at 0.2557 Ha. The calculation puts the total energy at -6083.134253 Ha. The LUMO energy comes out at 0.16 eV.

Geometry (Å):
Rh 1.236 0.135 0.230
C 3.725 -2.229 -1.031
Si 2.672 -1.556 0.399
C 4.033 -1.174 1.686
C 5.184 -1.942 1.888
C 6.155 -1.552 2.795
C 6.001 -0.371 3.515
C 4.878 0.413 3.318
C 3.905 0.016 2.404
P 2.393 0.961 2.026
C 3.025 2.738 1.932
C 2.397 3.397 0.700
C 0.935 3.740 0.945
C 0.808 4.701 2.124
C 1.462 4.134 3.382
C 2.903 3.704 3.115
C 1.395 0.649 3.565
C 1.911 1.052 4.949
C 0.762 0.955 5.971
C -0.260 -0.129 5.604
C 0.444 -1.303 4.938
C 1.137 -0.869 3.634
C 1.637 -3.045 0.983
C 2.169 -4.126 1.684
C 1.354 -5.117 2.208
C -0.019 -5.047 2.022
C -0.566 -4.004 1.289
C 0.251 -3.011 0.751
P -0.327 -1.505 -0.166
C -1.975 -1.015 0.535
C -1.800 -0.375 1.921
C -3.112 0.199 2.442
C -4.219 -0.876 2.524
C -3.765 -2.207 1.929
C -3.166 -2.013 0.539
C -0.744 -1.899 -1.954
C 0.497 -2.302 -2.749
C 0.841 -3.782 -2.612
C -0.349 -4.660 -2.994
C -1.591 -4.282 -2.190
C -1.910 -2.801 -2.372
H 3.964 -3.270 -0.797
H 4.665 -1.683 -1.114
H 3.240 -2.226 -2.004
H 5.333 -2.853 1.321
H 7.040 -2.159 2.936
H 6.762 -0.060 4.219
H 4.770 1.341 3.869
H 4.090 2.585 1.723
H 2.505 2.722 -0.150
H 2.951 4.312 0.466
H 0.378 2.815 1.159
H 0.487 4.170 0.046
H -0.239 4.949 2.314
H 1.309 5.639 1.859
H 0.881 3.280 3.739
H 1.440 4.877 4.183
H 3.363 3.296 4.015
H 3.488 4.597 2.864
H 0.448 1.173 3.383
H 2.320 2.058 4.982
H 2.725 0.374 5.221
H 0.262 1.924 6.045
H 1.177 0.745 6.960
H -1.013 0.275 4.919
H -0.802 -0.451 6.495
H -0.257 -2.114 4.724
H 1.177 -1.716 5.636
H 0.569 -1.177 2.762
H 2.098 -1.385 3.552
H 3.237 -4.174 1.867
H 1.786 -5.931 2.777
H -0.668 -5.804 2.444
H -1.636 -3.984 1.150
H -2.232 -0.193 -0.136
H -1.034 0.403 1.864
H -1.430 -1.120 2.628
H -3.419 1.017 1.787
H -2.950 0.650 3.423
H -5.110 -0.537 1.986
H -4.528 -1.023 3.560
H -4.614 -2.892 1.864
H -3.036 -2.686 2.588
H -3.952 -1.622 -0.116
H -2.891 -2.976 0.116
H -1.001 -0.875 -2.267
H 1.335 -1.665 -2.458
H 0.296 -2.089 -3.806
H 1.138 -4.006 -1.584
H 1.704 -4.015 -3.242
H -0.103 -5.715 -2.851
H -0.567 -4.530 -4.060
H -1.409 -4.500 -1.135
H -2.446 -4.890 -2.496
H -2.837 -2.521 -1.879
H -2.077 -2.623 -3.442
Br 6.026 3.959 -5.244
C 4.942 2.803 -4.221
C 5.357 1.497 -3.989
C 4.569 0.639 -3.237
C 3.357 1.074 -2.712
C 2.958 2.383 -2.966
C 3.740 3.259 -3.714
C 1.642 2.914 -2.474
O 1.285 4.049 -2.607
O 0.863 1.981 -1.850
H 6.296 1.154 -4.400
H 4.898 -0.375 -3.062
H 2.736 0.418 -2.111
H 3.404 4.270 -3.892
C -6.735 2.861 -4.502
C -5.794 1.692 -4.823
C -5.309 1.847 -6.264
C -6.569 0.373 -4.714
C -4.637 1.693 -3.823
C -4.908 1.467 -2.470
C -3.920 1.456 -1.491
C -2.632 1.682 -1.917
O -1.455 1.711 -1.179
B -0.487 1.957 -2.128
O -0.991 2.109 -3.403
C -2.349 1.917 -3.248
C -3.318 1.931 -4.223
H -7.558 2.889 -5.218
H -6.207 3.814 -4.550
H -7.162 2.765 -3.503
H -6.164 1.799 -6.940
H -4.616 1.054 -6.550
H -4.817 2.806 -6.425
H -7.352 0.337 -5.474
H -7.048 0.265 -3.742
H -5.912 -0.485 -4.861
H -5.929 1.295 -2.161
H -4.151 1.284 -0.451
H -3.049 2.117 -5.250

***

The following is a quantum chemistry calculation of 14 unconnected molecules or ions with the total composition C54H71N13OS, from the OMol25 dataset.

The calculation puts the orbital gap at 0.2943 Ha. The calculation puts the total energy at -3285.176902 Ha. The LUMO energy comes out at 0.54 eV.

Geometry (Å):
C -13.246 -9.613 -14.936
S -11.940 -8.429 -14.516
O -10.959 -9.250 -13.724
C -12.863 -7.531 -13.279
H -13.654 -10.052 -14.026
H -12.910 -10.401 -15.612
H -14.118 -9.207 -15.454
H -13.401 -8.248 -12.646
H -13.679 -6.930 -13.693
H -12.222 -6.971 -12.605
N -22.231 -7.951 -14.282
C -21.175 -7.181 -13.862
C -21.602 -6.379 -12.823
C -22.978 -6.679 -12.614
C -23.300 -7.690 -13.488
H -22.103 -8.632 -15.015
H -20.204 -7.215 -14.328
H -21.022 -5.710 -12.209
H -23.660 -6.232 -11.911
H -24.225 -8.241 -13.495
N -20.836 -8.946 -19.168
C -19.836 -9.761 -18.674
C -19.250 -9.076 -17.617
C -19.873 -7.811 -17.520
C -20.809 -7.765 -18.493
H -21.453 -9.162 -19.927
H -19.693 -10.738 -19.104
H -18.402 -9.424 -17.050
H -19.620 -6.950 -16.923
H -21.500 -6.970 -18.734
N -20.141 -11.190 -9.830
C -19.743 -12.413 -10.306
C -18.423 -12.588 -9.924
C -18.019 -11.447 -9.187
C -19.108 -10.619 -9.163
H -20.985 -10.698 -10.081
H -20.422 -13.038 -10.856
H -17.785 -13.430 -10.142
H -17.068 -11.156 -8.774
H -19.199 -9.609 -8.788
N -13.871 -11.693 -10.867
C -12.947 -10.707 -11.081
C -13.119 -9.765 -10.079
C -14.117 -10.267 -9.182
C -14.550 -11.430 -9.720
H -14.082 -12.479 -11.475
H -12.299 -10.632 -11.938
H -12.555 -8.844 -10.085
H -14.520 -9.772 -8.314
H -15.329 -12.095 -9.376
N -15.373 -5.110 -12.111
C -14.302 -4.278 -12.215
C -14.284 -3.752 -13.490
C -15.326 -4.418 -14.211
C -15.917 -5.314 -13.346
H -15.654 -5.661 -11.316
H -13.667 -3.975 -11.398
H -13.619 -2.973 -13.822
H -15.491 -4.192 -15.252
H -16.655 -6.079 -13.524
N -14.076 -14.908 -12.295
C -15.369 -14.779 -11.823
C -15.975 -13.730 -12.478
C -14.984 -13.172 -13.305
C -13.888 -13.987 -13.301
H -13.478 -15.661 -12.016
H -15.715 -15.500 -11.099
H -17.025 -13.493 -12.479
H -15.190 -12.367 -13.996
H -13.015 -13.984 -13.931
N -14.544 -8.376 -18.045
C -15.821 -7.913 -17.958
C -15.781 -6.793 -17.150
C -14.417 -6.517 -16.848
C -13.686 -7.556 -17.353
H -14.276 -9.154 -18.619
H -16.537 -8.433 -18.575
H -16.617 -6.166 -16.891
H -14.014 -5.709 -16.263
H -12.636 -7.786 -17.434
N -20.217 -15.394 -14.305
C -20.828 -14.417 -13.562
C -20.065 -13.281 -13.582
C -18.857 -13.607 -14.273
C -19.016 -14.885 -14.735
H -20.545 -16.302 -14.560
H -21.746 -14.686 -13.058
H -20.200 -12.310 -13.136
H -18.081 -12.898 -14.503
H -18.418 -15.533 -15.361
N -16.487 -5.832 -9.130
C -16.055 -7.124 -9.234
C -17.026 -7.819 -9.930
C -17.987 -6.868 -10.438
C -17.640 -5.688 -9.841
H -15.937 -5.054 -8.815
H -15.164 -7.490 -8.752
H -16.949 -8.846 -10.238
H -18.758 -7.115 -11.146
H -17.994 -4.675 -9.976
N -17.360 -10.890 -16.424
C -18.555 -10.952 -17.073
C -18.314 -11.313 -18.394
C -16.918 -11.392 -18.521
C -16.341 -11.178 -17.297
H -17.195 -10.631 -15.458
H -19.483 -10.695 -16.592
H -19.054 -11.414 -19.168
H -16.373 -11.613 -19.428
H -15.340 -11.276 -16.910
N -21.793 -10.368 -16.441
C -23.088 -10.113 -16.851
C -23.928 -10.715 -15.927
C -23.151 -11.412 -15.006
C -21.834 -11.162 -15.346
H -20.935 -10.128 -16.954
H -23.262 -9.600 -17.780
H -25.002 -10.603 -15.922
H -23.485 -12.027 -14.188
H -20.954 -11.509 -14.823
N -17.466 -10.207 -12.255
C -18.559 -9.587 -12.778
C -18.178 -8.819 -13.865
C -16.773 -9.011 -14.010
C -16.380 -9.884 -13.016
H -17.462 -10.739 -11.393
H -19.535 -9.731 -12.337
H -18.862 -8.252 -14.473
H -16.179 -8.532 -14.774
H -15.423 -10.305 -12.747
N -23.318 -10.660 -9.727
C -22.904 -9.800 -10.731
C -22.750 -10.549 -11.868
C -23.076 -11.884 -11.574
C -23.422 -11.909 -10.239
H -23.489 -10.367 -8.784
H -22.744 -8.753 -10.534
H -22.433 -10.196 -12.837
H -23.042 -12.691 -12.286
H -23.733 -12.790 -9.699

***

no.,F_max (eV/Å)
1,6.63
2,0.85
3,5.59